Here is C3H5Cl in the gas phase from OMol25. Energies are from ωB97M-V with the def2-TZVPD basis set.

For the molar mass, the calculation gives 76.5 g/mol. Its total energy is -15713.3207 eV. The structure (SMILES) is C/C=C/Cl. Its energy relative to the best compared isomer or geometry (same formula, charge and spin) is 0.525 eV. For the LUMO energy, the calculation gives 1.07 eV. As for the HOMO-LUMO gap: 10.53 eV. As for the multiplicity: 1.

Element x y z (Å)
C (0.332, 0.359, -0.360)
C (-0.385, -0.115, 0.924)
C (-1.021, -1.280, 0.808)
Cl (-1.989, -1.833, 2.214)
H (1.134, 1.058, -0.225)
H (0.683, -0.510, -0.897)
H (-0.406, 0.803, -1.181)
H (-0.722, 0.589, 1.783)
H (-0.838, -2.012, 0.090)

Here is a gas-phase ion, C4H9O2 (charge -1) from OMol25. Energies are from ωB97M-V with the def2-TZVPD basis set.

For the molar mass, the calculation gives 89.1 g/mol. Its total energy is -8387.0408 eV. Its charge is -1. The structure (SMILES) is [O-]CCCCO. Its energy relative to the best compared isomer or geometry (same formula, charge and spin) is 3.451 eV. For the LUMO energy, the calculation gives 4.21 eV. As for the HOMO-LUMO gap: 6.68 eV. As for the multiplicity: 1.

Element x y z (Å)
O (-0.051, -1.872, -1.307)
C (0.815, -1.401, -0.395)
C (0.920, 0.160, -0.495)
C (0.325, 0.788, 0.764)
C (-1.290, 0.792, 0.604)
O (-1.610, 1.049, -0.729)
H (0.472, -1.683, 0.645)
H (1.879, -1.838, -0.436)
H (0.187, 0.448, -1.299)
H (1.909, 0.382, -0.844)
H (0.614, 1.828, 1.013)
H (0.574, 0.202, 1.729)
H (-1.583, -0.290, 0.748)
H (-1.813, 1.308, 1.295)
H (-1.348, 0.128, -1.291)

Here is C5H8O in the gas phase from OMol25. Energies are from ωB97M-V with the def2-TZVPD basis set.

For the molar mass, the calculation gives 84.1 g/mol. Its total energy is -7361.1090 eV. The structure (SMILES) is C/C=C\CC=O. Its energy relative to the best compared isomer or geometry (same formula, charge and spin) is 1.146 eV. For the LUMO energy, the calculation gives 1.09 eV. As for the HOMO-LUMO gap: 10.39 eV. As for the multiplicity: 1.

Element x y z (Å)
C (-1.730, -0.552, 0.047)
C (-0.793, -0.020, -0.998)
C (0.542, -0.029, -0.977)
C (1.375, -0.303, 0.258)
C (1.188, 0.977, 1.044)
O (0.410, 1.093, 1.961)
H (-2.494, 0.181, 0.329)
H (-1.227, -0.877, 0.961)
H (-2.257, -1.411, -0.387)
H (-1.274, 0.374, -1.892)
H (1.079, 0.324, -1.854)
H (2.427, -0.470, 0.003)
H (1.015, -1.143, 0.859)
H (1.738, 1.857, 0.646)